No. 1
The following is a DFT calculation (wB97M-V/def2-TZVPD) of the molecule C10H14OSSi at a distorted geometry.

Highest occupied orbital energy: -8.9 eV
Structure (SMILES): C[C@@H]1CC(=O)c2ccsc2[Si]1(C)C
Spin multiplicity: 1
HOMO-LUMO gap: 9.60 eV
Relative energy (zero: lowest compared OMol25 entry of this formula, charge and spin): 1.8154 eV
F_max: 0.0762 hartree/bohr
LUMO energy: 0.68 eV

Atoms and positions in Å:
S 3.2009 1.4458 -0.2978
Si 0.4873 -0.9583 0.0195
O -0.9302 2.3452 1.8109
C -2.5656 -1.3609 -0.6900
C 1.2938 3.1200 0.1130
C -1.6391 -0.7840 0.3365
C 0.9696 -1.9534 1.5172
C 2.6104 3.0404 -0.1960
C 1.6630 0.8106 0.0833
C -1.6875 0.6975 0.1892
C 0.7370 1.8509 0.2479
C 0.8479 -1.8174 -1.5905
C -0.6357 1.6031 0.9164
H -3.5583 -1.2459 -0.2646
H -2.6260 1.0469 0.6163
H 3.1399 3.8548 -0.5294
H 0.6919 4.0828 -0.0402
H 1.5680 -2.8083 1.4115
H 1.6000 -1.3033 2.2105
H -1.6687 1.1123 -0.7824
H -1.9005 -1.0119 1.3932
H 0.1495 -2.4087 2.0269
H 1.6481 -2.5154 -1.5033
H -2.2954 -2.3971 -0.8692
H -2.3686 -0.8660 -1.7508
H 0.1090 -2.3800 -1.9867
H 1.1594 -1.1996 -2.3913

Forces on the atoms, in the same order (eV/Å):
-0.3305 -0.3895 0.0613
-0.0214 -0.0234 0.6175
-0.4005 -0.0379 0.7316
1.3690 -0.0608 -1.8472
-0.7114 2.2228 -1.0448
3.7049 1.1493 -0.5428
1.1047 1.4685 1.1293
-1.0166 -0.7070 0.1371
-3.5801 -1.3377 -0.1411
-0.4090 2.1174 2.7815
-0.2625 -2.2600 1.3058
1.7449 1.2635 1.0592
0.3641 0.5578 -1.9199
-0.4421 -0.0922 -0.7288
-0.3409 0.3115 0.0594
1.5857 1.5602 -0.4711
1.0298 -1.5286 0.7919
1.3262 -1.1576 -0.9476
-1.1555 -0.6862 -0.5745
0.1660 -0.1695 -1.5645
0.4237 -0.2789 -0.7533
-0.9647 0.3591 0.6142
0.9335 -0.5396 0.5403
-0.5579 -0.4259 0.1067
-0.8763 -0.6973 2.2763
-2.9629 -1.7702 -0.9757
0.2799 1.1521 -0.7008

---

No. 2
The following is a DFT calculation (wB97M-V/def2-TZVPD) of the molecule C10H15BO4 at a distorted geometry.

Highest occupied orbital energy (alpha / beta): -7.1 / -7.9 eV
Spin multiplicity: 1
HOMO-LUMO gap (alpha / beta): 6.94 / 8.43 eV
Relative energy (zero: lowest compared OMol25 entry of this formula, charge and spin): 4.6620 eV
F_max: 0.1074 hartree/bohr
LUMO energy (alpha / beta): -0.13 / 0.52 eV

Atoms and positions in Å:
O 1.4081 -1.7147 1.5879
O -0.5361 2.4986 2.1248
O 0.1583 -1.7092 -1.0233
O -0.8526 -1.8100 2.4175
C -1.2025 0.0140 -1.8288
C -0.6310 1.5071 1.1094
C 2.3842 -1.3647 -2.0486
C 1.0479 -0.7559 -1.5450
C -1.5174 1.4437 -1.2845
C -1.1963 2.0641 -0.1305
C 0.1498 0.0388 -2.5203
C -0.3284 2.0159 3.4788
C -0.1692 0.3327 1.2872
C -1.0413 -1.1626 -0.8895
B 0.1272 -1.0875 1.7547
H -1.5746 3.0176 -0.0390
H -0.1891 2.8589 4.1883
H -0.4646 -2.6328 2.8626
H 0.4642 0.9696 -2.6218
H 2.6151 -2.0075 -1.1499
H 1.3476 -2.7012 1.3815
H -1.2698 1.6409 3.8022
H 0.5919 1.4549 3.6357
H 2.1727 -1.9183 -2.9581
H -1.8932 2.0459 -2.0253
H -0.0073 -0.3019 -3.6036
H 1.3729 -0.1395 -0.6382
H -2.0035 -0.2283 -2.5531
H 2.9105 -0.5233 -2.2184
H -1.8735 -1.8454 -0.5527

Forces on the atoms, in the same order (eV/Å):
-0.9491 -0.9861 -0.6529
0.1895 -0.1095 0.0474
-0.1274 -1.8388 -0.0880
0.6319 -1.6672 0.9238
-0.9812 0.6168 0.7755
-0.0041 2.3993 0.7511
-4.3730 -2.7683 1.9314
1.0737 1.0570 -0.1207
1.6110 -1.9426 2.0985
-0.4071 -2.6246 -0.6076
-0.9617 -3.6491 -1.0021
0.2614 1.8041 -0.2557
0.3009 -3.8678 -0.2929
-0.8198 0.7768 1.1345
0.9077 -0.3336 0.1350
-0.3644 2.2708 0.1970
-0.0200 0.2470 -1.0226
-0.8566 1.8203 -1.0500
1.5777 4.3070 -0.3039
0.7806 0.6270 -1.3425
-0.0364 2.1198 0.5678
-0.4039 -1.4146 0.3221
-0.4027 -0.7283 -0.4102
0.3995 -0.3046 -0.0372
-1.1518 1.3766 -1.6515
0.8222 -0.3980 1.5399
-0.7985 -0.1779 -1.1500
0.2183 0.1768 0.3220
2.7010 2.3078 -0.4582
1.1823 0.9040 -0.3003

---

No. 3
The following is a DFT calculation (wB97M-V/def2-TZVPD) of a structure of composition C10H15Br3NO2Si at a distorted geometry.

Highest occupied orbital energy: -11.8 eV
Spin multiplicity: 1
HOMO-LUMO gap: 6.74 eV
F_max: 0.0647 hartree/bohr
LUMO energy: -5.08 eV
Total charge: +1

Atoms and positions in Å:
Br 4.0770 0.8708 -6.3481
Br 2.6952 3.7224 -6.8155
Br 5.4619 3.5259 -5.2107
Si -1.6564 -0.8959 2.6444
O 0.5448 0.3984 -3.8837
O 2.5365 0.7524 -2.9553
N -0.9060 -0.4362 1.0381
C -1.0129 0.8094 0.4650
C -0.1504 -1.4001 0.3709
C 0.4434 0.1912 -1.5315
C -2.5669 -2.5684 2.5877
C 1.1807 0.4705 -2.8737
C -0.3802 1.1874 -0.8115
C 0.5259 -1.1616 -0.8952
C -2.7476 0.5126 3.3407
C 3.7922 2.6475 -5.6397
C -0.1569 -1.1712 3.8230
H 0.4968 -0.2692 3.7008
H 1.1200 -1.9314 -1.4449
H -3.6128 0.7530 2.6540
H -0.0751 -2.4122 0.8475
H -1.8503 -3.3958 2.2972
H -3.4451 -2.5913 1.8933
H -2.8522 -2.7922 3.6575
H 2.9496 0.5784 -2.0841
H 0.3318 -2.1214 3.4518
H -2.1152 1.4373 3.5049
H -0.5431 -1.3189 4.8631
H 3.2449 2.5338 -4.7101
H -0.5175 2.2157 -1.2233
H -1.6087 1.6236 0.9565
H -3.2033 0.2356 4.3312

Forces on the atoms, in the same order (eV/Å):
-0.0178 0.2501 0.0699
0.1811 -0.1582 0.1508
-0.2213 -0.1257 -0.0758
-0.6022 -0.7443 3.0617
0.0852 0.1883 0.7725
-1.6302 -0.6642 1.6833
1.1881 0.4938 -2.5892
0.8447 0.8154 -2.1726
0.7653 0.3386 -1.7512
-0.7900 -0.6448 3.1665
0.4853 -0.2244 -0.4590
0.1297 -0.0805 -0.9748
0.6224 -2.3722 0.5851
-1.0195 2.3166 0.5002
-0.0497 0.4850 -0.6681
-0.0501 0.0051 0.0209
-0.5581 -0.0585 -1.2939
-0.2253 -0.9833 0.5324
-0.7180 0.5010 0.9519
0.9158 -0.0826 0.7064
-0.1749 1.2113 -0.4523
-0.8053 0.8465 0.2091
0.6377 -0.0915 0.8044
0.0460 0.3422 -1.1456
-0.0053 0.3054 -0.5032
-0.1324 1.1114 0.6623
-0.8059 -0.8932 -0.1759
0.5213 0.2462 -0.8682
0.0948 -0.0059 -0.1675
0.0902 -1.0600 0.5559
0.5717 -1.2868 -0.1901
0.6266 0.0193 -0.9458

---

No. 4
The following is a DFT calculation (wB97M-V/def2-TZVPD) of a cluster of 2 separate species, C10H15ClOSi in total at a distorted geometry.

Highest occupied orbital energy (alpha / beta): -5.8 / -8.5 eV
Spin multiplicity: 3
Expectation value of S²: 2.013
HOMO-LUMO gap (alpha / beta): 6.69 / 6.83 eV
F_max: 0.0779 hartree/bohr
LUMO energy (alpha / beta): 0.84 / -1.69 eV

Atoms and positions in Å:
Cl -1.9048 2.8988 0.8257
Si -2.0204 0.0641 -0.6424
O 1.0798 -0.3705 1.3153
C -3.7600 -0.2363 0.1660
C 1.5534 0.5382 0.3795
C 0.7591 1.4977 -0.0932
C 2.9266 0.5589 -0.0189
C 2.0003 -1.1576 2.0043
C 3.3478 1.4630 -0.9444
C 1.1273 2.4725 -0.9377
C -1.3436 1.3195 0.6816
C -1.0373 -1.5205 -0.5486
C 2.4920 2.4886 -1.3864
H 0.3770 3.2296 -1.1150
H -4.0141 0.4235 0.9546
H 4.4000 1.4025 -1.2284
H -1.0621 -1.8378 0.5522
H -1.5081 -2.3197 -1.0590
H 2.3099 -2.0777 1.3744
H 1.3997 -1.6448 2.8622
H 2.8165 3.3056 -1.9244
H -1.1493 0.8810 1.7088
H 0.0388 -1.5074 -0.8319
H -1.8185 0.4114 -2.0213
H -3.4754 -1.2293 0.5726
H -4.6634 -0.4373 -0.4920
H 3.5468 -0.2758 0.1483
H 2.8332 -0.6429 2.5117

Forces on the atoms, in the same order (eV/Å):
-0.1363 0.6357 -0.1878
0.0962 0.4912 1.8275
-0.0195 0.9544 -0.4309
0.2174 -1.9221 -2.2058
2.3339 -1.5293 1.4176
1.5421 0.2663 -0.8485
-2.2950 -0.7665 -0.2775
-0.7443 -3.0032 1.1651
0.1132 1.6381 -0.4861
1.6096 0.5785 -0.6173
-2.8622 -2.2474 1.6739
0.9186 -0.0323 2.5519
-1.8124 -1.5857 1.7301
0.3042 0.4251 -0.6312
-0.1101 0.7012 0.6322
-0.3565 0.2709 -0.2259
0.1772 0.3319 -1.3063
-0.6256 -0.7748 -0.8099
0.0779 1.6083 0.7994
0.8010 0.8218 -1.2556
0.7950 1.4219 -1.3625
0.0372 0.4963 -1.3595
-0.8345 0.3091 0.0521
-0.3876 0.8406 -0.7757
-0.5538 0.3849 0.2810
1.1606 0.4154 0.6097
0.7033 -0.7982 0.7763
-0.1495 0.0679 -0.7362